Entry 1:
53
Properties=species:S:1:pos:R:3:forces:R:3 method="wB97M-V/def2-TZVPD" max_force_ev_per_a=3.618 lumo_energy_ha=0.010 mol_weight_g_mol=400.3 smiles="Fc1ccccc1.CNC(C)=O.CNC(C)=O.CNC(C)=O.ClCCl" total_charge=0 orbital_gap_ev=9.634
F -4.3747 -5.6116 -1.5269 1.0135 0.6522 -0.8142
C -3.4706 -4.7134 -2.0752 -0.8540 -0.0045 0.9857
C -3.3408 -3.5036 -1.4410 0.0669 -0.1054 0.5329
C -2.4204 -2.5784 -1.9106 -0.0345 0.7327 -0.1171
C -1.7409 -2.7942 -3.0953 -0.3902 -1.7518 -1.0950
C -1.9429 -4.0253 -3.7559 0.0397 0.5425 0.4743
C -2.7653 -5.0002 -3.2080 -0.2654 -0.6675 -0.5106
H -3.9512 -3.3541 -0.5627 0.1489 0.2619 0.1060
H -2.2752 -1.6419 -1.3925 -0.1363 0.0628 0.1875
H -1.1200 -2.1126 -3.6577 0.0937 0.5006 0.6401
H -1.4687 -4.1757 -4.7145 0.0780 -0.2190 -0.0070
H -2.9673 -5.9683 -3.6421 0.2862 -0.0275 -0.3897
C -1.3312 3.9573 -1.3566 -0.1265 0.0205 0.8466
N -0.1046 4.7363 -1.3651 -0.0825 -0.1383 0.2111
C 0.4985 5.1136 -2.5036 2.1463 0.5529 1.6362
C 1.7540 5.9432 -2.3264 0.0702 1.1932 1.3679
O 0.1115 4.8027 -3.5713 -1.2880 -0.8344 -3.2602
H -2.1132 4.6059 -0.9617 -0.2782 -0.3833 0.1694
H -1.1584 3.0867 -0.7239 -0.3386 0.0838 0.2643
H -1.6884 3.5505 -2.3026 0.6972 0.5419 -0.2715
H 0.3072 5.0570 -0.5005 -0.3846 -0.2373 -0.1167
H 1.4800 6.9883 -2.4703 -0.0183 0.0782 -0.7907
H 2.6630 5.7072 -2.8797 -0.5712 -0.2822 -0.3516
H 2.0422 6.0352 -1.2792 0.1715 -0.5686 0.2920
C 1.9384 -1.4678 1.2556 0.1020 -0.4454 -0.0150
N 1.4140 -2.6206 0.5500 1.6120 1.4207 -0.6330
C 0.5166 -3.4061 1.0797 -2.8426 -2.1307 0.6871
C 0.0067 -4.5133 0.1269 -0.7060 -0.1399 0.0840
O -0.0314 -3.2291 2.1789 0.9214 0.1461 -1.1319
H 2.5060 -0.9327 0.4943 0.1754 0.3402 0.4873
H 2.5423 -1.8350 2.0853 0.3127 0.4255 0.0391
H 1.1449 -0.8559 1.6847 -0.0276 -0.0347 -0.2092
H 1.9694 -2.9463 -0.2281 -0.4422 -0.0302 0.0248
H -1.0555 -4.6201 0.3466 0.0062 -0.0149 0.1687
H 0.4176 -5.5196 0.2095 0.4026 0.1892 0.4907
H 0.0287 -4.2780 -0.9372 0.3575 0.4166 0.0149
C 1.0943 2.4914 1.6490 0.5702 0.3722 0.6002
N 2.3355 2.4258 2.4403 -0.7497 0.6318 -0.7774
C 2.4590 1.6221 3.4921 -0.5730 -1.8911 1.9649
C 3.8501 1.4540 4.0110 1.3475 -0.1612 0.3390
O 1.5657 0.9593 4.0506 0.5529 1.1730 -1.4066
H 0.2383 2.3809 2.3149 0.1716 -0.2970 -0.0399
H 1.1126 1.7024 0.8972 -0.2348 0.1567 -0.0182
H 0.9879 3.4768 1.1953 0.2386 -0.1079 -0.1690
H 3.1537 2.9814 2.2354 -0.3707 -0.1208 -0.3856
H 4.6690 1.8173 3.3901 -0.2092 0.3407 -0.3026
H 4.0599 0.3891 4.1115 -0.2938 -0.0395 0.1354
H 4.0018 1.8982 4.9948 -0.3271 -0.0100 0.0479
Cl -3.5743 -1.3681 1.3890 0.8550 0.7994 0.7965
C -2.2579 -0.2942 2.0755 -0.5401 -0.2284 -0.1465
Cl -1.5537 0.6658 0.7528 0.0259 -0.3305 0.1531
H -2.6476 0.4264 2.7944 -0.4021 -0.2886 -0.2661
H -1.5146 -0.9090 2.5830 0.0235 -0.1448 -0.5223

***

Entry 2:
20
Properties=species:S:1:pos:R:3:forces:R:3 method="wB97M-V/def2-TZVPD" max_force_ev_per_a=1.426 lumo_energy_ha=0.017 mol_weight_g_mol=115.1 smiles=CNCO.O.O.O total_charge=0 e_above_lowest_ev=0.854 orbital_gap_ev=9.854
C -0.8485 -0.7959 -1.3885 -0.7301 0.5519 1.0936
N -1.1860 -1.9034 -0.4864 0.1955 -0.0155 -0.7318
C -0.8759 -1.6861 0.8816 0.0947 0.0444 0.2361
O 0.4989 -1.9949 1.2215 0.1719 -0.1144 -0.8450
H -1.4477 0.0488 -1.0365 0.2632 0.1828 0.0776
H -1.2164 -0.9097 -2.4024 0.3750 -0.6084 -0.1522
H 0.1968 -0.5116 -1.3139 0.2596 0.0818 -0.4916
H -0.8107 -2.7831 -0.8310 -0.1455 0.0946 0.2870
H -0.9835 -0.6243 1.1336 -0.5108 -0.1782 -0.1784
H -1.5370 -2.3117 1.4859 0.1186 0.0863 0.1819
H 0.5497 -2.3659 2.0974 -0.1004 -0.1469 0.4025
O 1.0190 2.2020 -0.0437 0.1607 -0.7327 0.1445
H 1.3907 2.9075 0.4838 0.0605 0.3607 0.1092
H 1.4980 1.4132 0.2946 -0.2672 0.5484 -0.2363
O 2.5471 0.0068 1.0261 -0.8409 -0.0500 -1.0837
H 1.9791 -0.6938 0.6436 0.1430 0.2834 0.4507
H 3.1038 -0.4726 1.6181 0.6629 -0.3070 0.6908
O -1.2283 3.7843 -1.3547 0.9322 0.4840 -0.5754
H -2.0665 3.5408 -1.0043 -0.8855 -0.3849 0.4763
H -0.5825 3.1496 -1.0246 0.0428 -0.1804 0.1442

***

Entry 3:
61
Properties=species:S:1:pos:R:3:forces:R:3 method="wB97M-V/def2-TZVPD" max_force_ev_per_a=0.681 lumo_energy_ha=-0.057 mol_weight_g_mol=365.5 smiles="CC1=CC(=O)C(OC#N)=CC1=O.CCN(CC)CC.CCN(CC)CC" total_charge=0 e_above_lowest_ev=5.020 orbital_gap_ev=6.342
C 5.1880 3.1161 1.0460 -0.1508 -0.0837 0.0140
C 3.7187 3.3633 1.0078 -0.0065 0.0349 0.3956
C 2.9684 3.6094 2.0871 0.1705 -0.0649 -0.4281
C 1.5144 3.8496 1.9277 -0.0317 0.1926 0.0485
O 0.8744 4.6206 2.5959 -0.0915 -0.2998 0.2200
C 0.9134 3.0944 0.7794 0.0182 -0.0651 -0.1860
O -0.4330 2.7046 0.9164 0.0941 -0.1661 0.0279
C -0.5798 1.4234 1.1056 0.0953 0.6683 -0.0875
N -0.7191 0.2976 1.2819 -0.0976 -0.3586 0.0287
C 1.6243 2.8672 -0.3115 -0.2497 -0.2529 0.1524
C 3.0315 3.3567 -0.3212 -0.0698 0.0966 -0.0464
O 3.5580 3.7651 -1.3260 0.1123 -0.2622 -0.0522
H 5.7020 3.6065 0.2264 0.0245 0.1599 -0.0611
H 5.5903 3.4293 2.0024 0.1748 0.0613 0.0596
H 5.3606 2.0452 0.9366 0.0717 -0.0963 -0.0319
H 3.3967 3.6758 3.0754 -0.0307 0.2301 0.1318
H 1.2379 2.3223 -1.1607 -0.0446 0.1727 -0.2204
C -0.1274 -0.6743 -6.3091 -0.0175 -0.0235 -0.0077
C -0.9158 -0.2389 -5.0828 0.0049 -0.0549 -0.0871
N -0.5207 1.0687 -4.5934 0.0324 0.0338 0.0747
C -1.0113 1.3621 -3.2609 0.0258 -0.0131 0.2119
C -2.5254 1.4661 -3.0460 0.0068 0.0590 0.0548
C -0.5995 2.1507 -5.5599 0.0398 0.0812 -0.1564
C -1.9482 2.4082 -6.2424 0.0052 0.0729 -0.0041
H 0.9447 -0.5983 -6.1248 0.0057 0.0287 0.0084
H -0.3602 -1.7125 -6.5480 -0.0110 -0.0010 -0.0071
H -0.3692 -0.0752 -7.1877 0.0053 0.0060 -0.0006
H -0.7300 -0.9568 -4.2796 -0.0282 0.0368 0.0540
H -1.9916 -0.3004 -5.3107 0.0012 -0.0258 0.0041
H -0.5431 2.2937 -2.9257 -0.0078 0.0437 -0.0834
H -0.6265 0.5809 -2.5952 -0.0211 -0.0511 -0.0476
H -2.9397 2.3733 -3.4834 -0.0100 -0.0179 -0.0469
H -2.7424 1.4942 -1.9761 0.0107 -0.0122 0.0006
H -3.0537 0.6085 -3.4629 0.0050 -0.0118 -0.0157
H 0.1442 1.9607 -6.3381 -0.0127 -0.0490 0.0077
H -0.2646 3.0650 -5.0641 -0.0228 -0.0159 0.0666
H -2.3878 1.4909 -6.6364 0.0133 -0.0198 0.0062
H -1.8066 3.0869 -7.0857 0.0135 0.0043 0.0041
H -2.6715 2.8713 -5.5731 -0.0245 -0.0572 0.0196
C 0.0648 -1.1263 4.8112 -0.0032 0.0266 -0.0071
C -0.2316 -2.2145 3.7906 -0.0495 0.0898 0.0373
N 0.0440 -3.5501 4.2888 0.0699 -0.0384 -0.0231
C 0.0846 -4.5591 3.2465 0.0689 -0.0759 -0.0992
C -1.1997 -4.8350 2.4558 0.0126 -0.0600 -0.0112
C -0.6485 -3.9168 5.5108 -0.0371 0.0211 0.1666
C -2.1795 -3.8253 5.5258 -0.0185 -0.0562 0.0534
H 1.0800 -1.2263 5.1988 -0.0018 -0.0310 0.0154
H -0.0282 -0.1483 4.3375 -0.0206 -0.0011 -0.0076
H -0.6286 -1.1490 5.6532 0.0064 -0.0029 0.0079
H 0.4036 -2.0476 2.9177 -0.0251 -0.0718 -0.0447
H -1.2678 -2.0984 3.4395 0.0147 0.0431 -0.0339
H 0.4372 -5.4931 3.6931 -0.0281 0.0072 0.0529
H 0.8634 -4.2591 2.5381 -0.0189 0.0602 0.0064
H -1.9423 -5.3642 3.0516 -0.0221 0.0360 0.0164
H -0.9698 -5.4634 1.5928 0.0094 0.0012 0.0032
H -1.6495 -3.9157 2.0798 0.0037 0.0185 0.0099
H -0.2640 -3.2865 6.3174 -0.0015 0.0366 -0.0354
H -0.3449 -4.9330 5.7743 0.0071 -0.0257 -0.0674
H -2.5342 -2.8691 5.1387 0.0195 0.0127 -0.0108
H -2.5410 -3.9131 6.5525 0.0136 -0.0052 0.0043
H -2.6490 -4.6203 4.9487 -0.0017 0.0352 -0.0544

***

Entry 4:
14
Properties=species:S:1:pos:R:3:forces:R:3 method="wB97M-V/def2-TZVPD" max_force_ev_per_a=3.706 lumo_energy_ha=-0.126 mol_weight_g_mol=77.1 total_charge=+1 e_above_lowest_ev=2.226 orbital_gap_ev=9.243
C 0.7173 -0.3187 0.7433 0.7134 -1.8711 1.1883
C 0.0001 -1.0168 -0.1424 0.2968 -1.6843 0.0266
N -1.0333 -0.4554 -0.9806 -0.0623 0.9761 -2.2343
N 1.5747 -1.0981 1.5623 -2.1971 2.6410 -1.3892
H 0.5306 0.7585 0.9096 0.6884 -0.7543 -0.0615
H 0.0712 -2.1466 -0.3099 0.1700 1.8708 0.4377
H -0.8312 -0.8763 -1.9740 -0.7736 1.6152 1.9408
H -1.9452 -0.8326 -0.7023 -0.0076 0.3132 -0.1364
H -1.0505 0.6731 -0.9644 0.3740 -2.3579 -0.4129
H 1.4919 -2.0670 1.4790 0.1046 -1.3842 -0.1020
H 2.3460 -0.7349 2.0377 0.9871 0.6849 0.6238
H -0.1250 3.1955 -1.0290 -1.2002 -2.8489 1.1444
H -1.2420 2.6151 -0.0076 1.4296 -0.2846 -1.1304
O -0.5044 2.3042 -0.6217 -0.5231 3.0843 0.1051

***

Entry 5:
26
Properties=species:S:1:pos:R:3:forces:R:3 method="wB97M-V/def2-TZVPD" max_force_ev_per_a=3.979 lumo_energy_ha=0.119 mol_weight_g_mol=190.2 total_charge=-1 e_above_lowest_ev=2.281 orbital_gap_ev=7.457
C -1.9657 -1.4263 3.7328 -0.7980 -0.3802 -2.1666
C -1.2461 -2.5997 3.0177 0.3201 -1.0161 0.9520
O -1.3766 -3.7508 3.5112 -0.1985 0.7022 -0.2585
O -0.5463 -2.2667 2.0339 -0.0978 -0.0733 -0.0971
H -2.9464 -1.3383 3.2160 0.0182 -0.4243 0.5019
H -1.4835 -0.5500 3.2587 0.2387 0.1330 1.6448
H -2.1457 -1.6684 4.7854 0.4315 0.8575 -0.1450
C 1.5119 -1.8872 -1.3017 3.1645 -0.5714 -2.3439
C -0.4968 -0.7723 -0.1524 0.9113 -1.0887 -1.8877
C 0.6734 -0.7480 -0.9456 -2.9787 0.1518 2.1854
C -0.2071 1.4069 -0.6711 -1.4238 -1.2448 -0.6369
C 0.7507 0.6160 -1.2946 2.4974 0.9828 -1.6908
C -0.3389 2.7458 -1.0150 0.1603 2.4806 1.1130
C 1.6255 1.3011 -2.1813 0.1774 0.0614 0.2364
C 0.5352 3.4675 -1.8572 -1.1567 -2.7218 0.7908
C 1.4856 2.6383 -2.4895 1.3691 1.3357 0.3950
N -1.0527 0.4548 -0.0498 0.3923 1.4259 0.4559
H -1.0800 -1.6213 0.1747 0.5476 0.0964 0.4084
H -1.7474 0.6160 0.6612 0.0088 0.2651 -0.1341
H 2.0244 -2.5377 -0.5807 -1.2010 0.1353 0.5043
H 2.4558 -1.5444 -1.8034 -0.3581 0.7249 0.4944
H -0.9244 3.4463 -0.4128 -0.6587 -0.6702 -0.0951
H 2.5315 0.8502 -2.5656 -0.2015 -0.4733 -0.1224
H 0.3529 4.5362 -1.8939 0.5566 -0.1649 -0.4695
H 2.3541 3.1093 -2.9791 -0.6634 -0.2370 -0.2858
H 1.2565 -2.4770 -2.1980 -1.0575 -0.2865 0.6513

***

Entry 6:
17
Properties=species:S:1:pos:R:3:forces:R:3 method="wB97M-V/def2-TZVPD" max_force_ev_per_a=0.534 lumo_energy_ha=0.036 mol_weight_g_mol=98.1 total_charge=0 e_above_lowest_ev=1.582 orbital_gap_ev=9.875
C 1.6856 0.6230 -0.8027 -0.0205 0.0620 -0.2779
C 0.4726 0.9712 -1.2259 0.4064 -0.1517 -0.2511
C -0.5661 -0.0404 -1.5025 0.0435 -0.1205 -0.0206
C -0.9064 -1.0075 -0.6428 0.0355 0.0960 -0.1294
C -0.4206 -1.1652 0.7795 -0.0896 0.0348 0.0046
C -0.0618 0.1365 1.5474 0.0576 -0.0978 0.3251
O -0.5549 1.3562 1.0188 -0.4263 -0.0453 0.3179
H 2.4223 1.3553 -0.4872 -0.0330 -0.0550 -0.2321
H 1.9553 -0.4266 -0.7414 0.0215 0.0813 0.1045
H 0.2132 2.0177 -1.3670 0.0623 -0.1192 0.0185
H -1.0688 0.0040 -2.4684 0.0690 -0.0488 0.1103
H -1.6186 -1.7643 -0.9734 0.0341 0.2118 0.0514
H 0.4460 -1.8441 0.7924 -0.1502 0.2119 0.0606
H -1.2006 -1.6944 1.3404 0.0508 0.0875 -0.1355
H -0.4533 0.0612 2.5654 0.1114 -0.2417 0.0575
H 1.0296 0.2241 1.6339 -0.2842 0.1868 -0.1669
H -1.3736 1.1932 0.5335 0.1114 -0.0920 0.1631